Computed, not measured: C9H17AlClI2N2OPSe as an isolated structure, with the ωB97M-V functional and the def2-TZVPD basis.

Atoms and positions in Å:
1 I 1.4666 2.2182 -1.4017
2 I 4.2455 -1.7445 -2.1627
3 Al 0.1488 0.1459 -0.6281
4 P -0.9634 -0.0436 -2.7129
5 C 0.2448 -0.2253 -4.0787
6 C -1.9406 -1.5491 -2.8530
7 H -2.9523 1.2792 -2.4878
8 H -2.5369 1.0445 -4.1934
9 H -1.6586 2.2355 -3.2136
10 C -2.1321 1.2548 -3.1996
11 H -2.6316 -1.6154 -2.0116
12 H -2.5062 -1.5139 -3.7976
13 H -0.3416 -0.3375 -5.0089
14 H 0.8827 -1.1065 -3.9255
15 H -1.2946 -2.4331 -2.8460
16 H 0.9041 0.6596 -4.1448
17 C 2.3124 -2.2555 -0.7705
18 O 2.4848 -3.2389 -0.1768
19 Cl -0.2698 -1.6479 0.6056
20 C 2.7258 0.9156 2.1926
21 N 1.4780 0.6595 2.8674
22 C 1.3729 -0.1334 3.9883
23 C 0.0629 -0.2016 4.3022
24 N -0.6226 0.5354 3.3866
25 C -2.0595 0.5812 3.2862
26 C 0.2307 1.0819 2.4878
27 Se -0.3636 2.0681 1.0418
28 H 2.6257 1.8547 1.6414
29 H 2.9848 0.0949 1.5088
30 H 3.5040 0.9828 2.9610
31 H 2.2512 -0.5511 4.4311
32 H -0.4015 -0.7474 5.0707
33 H -2.4450 -0.4008 2.9982
34 H -2.4642 0.7974 4.2804
35 H -2.3415 1.3364 2.5630

Computed properties:
Multiplicity: 1
Relative energy (zero: lowest compared OMol25 entry of this formula, charge and spin) in kcal/mol: 30.4
Calculated total energy in eV: -124577.7477
Total charge: +2
Maximum force in eV/Å: 4.4

Computed, not measured: C3H7NO3 in the gas phase, with the ωB97M-V functional and the def2-TZVPD basis.

Atoms and positions in Å:
1 C 1.2455 0.7310 0.7690
2 C 0.3213 -0.4103 0.4701
3 O -0.8031 -0.6008 1.2107
4 O 0.9302 -1.5903 0.5593
5 N -0.2748 -0.2783 -1.1625
6 C -1.2934 0.5094 -1.4153
7 O -1.8924 1.1571 -0.6208
8 H 1.2860 0.9596 1.9005
9 H 0.8433 1.7510 0.4858
10 H 2.2217 0.3594 0.3664
11 H -1.3925 0.1190 1.2986
12 H 0.2320 -2.3656 0.4702
13 H 0.0340 -0.9623 -1.8174
14 H -1.4579 0.6211 -2.5148

Computed properties:
Multiplicity: 1
Relative energy (zero: lowest compared OMol25 entry of this formula, charge and spin) in kcal/mol: 49.6
Calculated total energy in eV: -10856.2183
Maximum force in eV/Å: 4.2
SMILES: CC(O)(O)NC=O

Computed, not measured: a 3-piece molecular cluster, C4H10O4 overall, with the ωB97M-V functional and the def2-TZVPD basis.

Atoms and positions in Å:
1 O 0.9191 0.7609 1.5304
2 C 1.4517 0.6970 0.4113
3 C 0.6413 0.5246 -0.8162
4 C -0.7869 0.7254 -0.7337
5 C -1.5665 2.0120 -0.9851
6 O -1.1987 3.0423 -0.6151
7 H 2.5360 0.6995 0.2959
8 H 1.1681 1.1910 -1.6497
9 H 0.5619 -0.5924 -1.1333
10 H -1.1446 0.4352 0.3996
11 H -1.3819 -0.1053 -1.3098
12 H -2.5985 1.7709 -1.1763
13 O 1.1583 -2.1491 -0.2528
14 H 0.8717 -2.1151 0.6732
15 H 1.1964 -3.0820 -0.5178
16 O -0.9086 -1.6221 2.0019
17 H -0.5858 -1.0675 1.2200
18 H -0.3332 -1.1253 2.6577

Computed properties:
Multiplicity: 1
Relative energy (zero: lowest compared OMol25 entry of this formula, charge and spin) in kcal/mol: 64.8
Calculated total energy in eV: -12497.7979
Maximum force in eV/Å: 5.5
SMILES: O=CCCC=O.O.O

Computed, not measured: B4BeH16 as an isolated structure, with the ωB97M-V functional and the def2-TZVPD basis.

Atoms and positions in Å:
1 Be -1.3657 24.5152 -8.5204
2 B 0.0800 22.9441 -9.5683
3 H 0.8608 23.3891 -8.8095
4 H -0.7648 22.2669 -9.0627
5 H -0.4477 23.8214 -10.1808
6 H 0.6767 22.2730 -10.3322
7 B -3.6976 24.2722 -8.6463
8 H -4.8484 24.4038 -8.8442
9 H -3.5018 24.0491 -7.4963
10 H -3.2709 23.3652 -9.2780
11 H -3.1162 25.2992 -8.8763
12 B -0.4370 25.8905 -6.6502
13 H -1.3328 25.1378 -6.3638
14 H 0.4235 25.1922 -7.0591
15 H -0.6887 26.6228 -7.5404
16 H -0.1231 26.5312 -5.7110
17 B 0.3820 26.2885 -9.9259
18 H 0.6352 27.3697 -9.5104
19 H -0.7779 26.1967 -10.2233
20 H 1.0264 25.9994 -10.8789
21 H 0.6043 25.5534 -9.0411

Computed properties:
Multiplicity: 1
Relative energy (zero: lowest compared OMol25 entry of this formula, charge and spin) in kcal/mol: 0.0
Calculated total energy in eV: -3360.7025
Total charge: -2
Maximum force in eV/Å: 1.5

The lowest maximum force belongs to which entry? B4BeH16

What is the formula in the third record? C4H10O4